[1]
C43H27N12NbO5 as an isolated structure in a non-equilibrium geometry. Source: OMol25; level of theory: ωB97M-V with the def2-TZVPD basis set.

Geometry as ORCA input:
```
! RIJCOSX wB97M-V def2-TZVPD def2/J DEFGRID3
* xyz 2 1
H 0.9900 3.6964 -6.5076
C 5.8084 2.8843 2.2045
C 3.1213 -4.3815 -3.0527
C 3.7104 1.7708 1.8087
C -4.7464 -2.7477 0.1064
C -0.3305 -2.4199 3.5638
H -4.6862 4.4997 1.4167
O 0.7440 -0.8124 -0.5486
H 4.5081 3.9635 -0.7369
H -6.4587 -2.2260 -2.7574
C 1.8154 -4.8910 -2.8820
C -3.6714 -1.0759 -1.1671
C 0.5916 2.4917 -3.3127
C 0.9123 -4.0305 -2.2150
N -1.4110 2.2890 1.6982
N -2.2539 -1.8439 2.0956
H 5.0164 1.3164 3.5235
C -5.7197 -2.9154 -0.8393
N 3.9452 -5.0914 -3.9099
O 3.6880 -6.2115 -4.3895
H -0.9299 2.0602 -6.8867
H -5.1483 3.7139 2.9675
H -6.4152 -3.7217 -0.7459
H 2.1230 3.7440 -4.3388
H 3.0452 -2.2125 4.2217
C 0.4891 -2.0624 -0.7011
H -4.5169 -0.6973 -3.1059
N -3.2708 2.6003 0.3158
C 3.6468 -3.2335 -2.4761
C -0.6390 -3.6230 4.1541
C -1.1348 1.6562 -4.8289
O 0.2915 3.0847 3.1467
H -1.5988 -4.1205 4.1444
N -2.3000 0.7137 -2.1335
H -2.0154 1.0007 -4.9301
C -2.0916 3.6810 3.5464
N 1.5900 1.5354 0.9626
C 0.3752 -4.2719 4.8429
C 1.6922 -3.7903 4.9206
C 2.7273 -2.4216 -1.7566
C -4.3391 4.3278 2.5063
H -4.1862 2.9552 0.2951
O -0.4754 -2.6291 -0.2162
N -0.1157 -0.6166 2.0854
C -4.6485 -1.2864 -2.1857
C 0.8070 2.4253 -1.8923
H 4.6595 -2.9335 -2.7174
H 6.4819 4.3784 0.8043
H -1.7759 4.6767 3.8394
H -4.6384 -3.3927 0.9583
C 1.0019 -1.9374 3.5794
H 0.1603 -5.1058 5.4661
N -3.0350 3.6620 2.4283
H -2.3832 3.2364 4.4944
C -0.8770 3.0353 2.8169
C 4.6051 3.4729 0.2041
C -3.7834 -1.7997 0.0701
H 1.5561 -5.7685 -3.4481
H -4.2441 5.2391 3.1175
N -2.0084 -0.3099 0.1794
C -0.9752 -1.6269 2.4938
C -1.1584 1.3811 -2.2931
C -0.6360 1.8235 -3.5550
C 3.5825 2.5514 0.6214
C 0.5163 3.1521 -5.6711
C 4.8639 1.9587 2.5722
C 1.1653 3.2107 -4.4298
C -5.6778 -2.1429 -1.9804
C 1.0575 -0.7489 2.7751
C -0.5704 2.2342 -5.8642
O 4.9310 -4.4506 -4.3119
C -2.5704 -0.1970 -1.0907
H 2.3706 -4.3019 5.5589
C 2.0098 -2.6314 4.2305
H 3.0635 -1.4255 -1.4542
C 2.3599 2.2715 -0.0126
C -2.6860 -1.3676 0.9046
C -2.6174 2.8247 1.4468
N -0.3359 1.9090 -1.2404
Nb -0.2830 0.7913 0.4315
C 5.6784 3.6306 1.0137
N 2.1582 0.0352 2.7423
C 2.4192 1.0601 1.9297
C 1.3716 -2.8619 -1.6316
H -2.8598 1.9761 -0.4136
N 1.9873 2.6546 -1.2531
H 6.7325 2.9034 2.7407
H -0.1515 -4.1434 -2.0628
*
```

Calculated values
* highest occupied orbital energy (alpha / beta): -0.4426 / -0.4424 Eh
* frontier orbital gap (alpha / beta): 3.956 / 3.952 eV
* E_LUMO (alpha / beta): -8.09 / -8.09 eV
* ΔE to the lowest compared entry with this formula, charge and spin: 3.7338 eV

=====

[2]
C43H29F2N4O3Tc as an isolated structure. Source: OMol25; level of theory: ωB97M-V with the def2-TZVPD basis set.

Geometry as ORCA input:
```
! RIJCOSX wB97M-V def2-TZVPD def2/J DEFGRID3
* xyz 1 4
C 0.3382 -0.7568 -4.6045
C 0.5012 -1.4459 2.8464
C -0.1582 4.4221 1.6148
C 0.0865 -1.4698 4.1865
H 1.3644 -6.7567 -0.1567
C -0.1807 -5.2634 -0.2090
C 2.2962 3.6513 -0.3313
C -2.4745 -1.0687 -1.5071
H 4.1666 4.5480 -0.8366
H -2.2537 1.7388 1.3190
H -3.3878 2.8960 3.0645
C 1.1365 -5.6993 -0.1722
C 1.8688 -3.4102 -0.1799
C -3.3410 -1.1073 -4.2193
F 5.3274 0.9286 -0.5243
H -1.5812 -1.2294 5.4968
H -3.6713 -1.0983 -5.2493
C 5.0779 -1.3828 -0.3133
H -0.4739 6.0288 2.9735
C -2.4760 3.3252 2.6694
H -2.5370 5.0562 3.9424
H 0.7269 4.8863 1.2100
H 2.0439 2.7005 -4.0598
C 4.5079 -0.1279 -0.4146
H -3.9047 -0.7355 4.6650
C 1.1778 2.9371 -0.7810
C -2.1556 -1.0257 3.4268
C -1.9649 -0.9566 -3.9303
H -4.5713 -0.4083 0.4619
H 6.1485 -1.5259 -0.3183
H 0.8152 -1.6493 4.9635
C -0.8467 5.0786 2.6148
C 0.1190 2.4785 0.0977
Tc 0.1718 -0.9775 -0.1962
C -1.6705 -1.0597 2.1083
O -0.3802 1.2462 -0.3068
C 2.1204 2.9645 -3.0125
H -1.2659 1.0986 0.0574
C 4.2155 -2.4508 -0.2111
C -1.5334 -0.9626 -2.5902
N -1.9038 -1.0086 -0.2430
H 2.7865 1.0992 -0.4706
C 3.3032 4.0140 -1.2103
C -0.9841 -0.8306 -4.9391
H -5.3923 -0.3247 2.7402
C -2.5491 -0.9090 0.9795
O 1.7603 1.1968 2.3482
C -3.8733 -0.6182 1.2546
H -5.2678 -1.4488 -3.3995
C 3.2219 3.6758 -2.5530
C -0.6020 3.1775 1.1156
C -4.3454 -0.5483 2.5815
C 2.2745 -1.0020 -0.2818
F 4.7747 -3.6726 -0.1170
H -1.4198 -3.5028 -0.2506
C -2.0038 4.5355 3.1589
H -4.5351 -1.4746 -1.0880
C 2.1614 -4.7757 -0.1574
C -3.7960 -1.2829 -1.8471
H 0.2558 2.0466 -2.5092
C -1.7974 2.6590 1.6680
H 1.5413 -1.5797 2.5780
C 3.1437 0.0823 -0.3980
H 1.1122 -0.6707 -5.3533
H 2.4229 3.8773 0.7188
H -1.2978 -0.8072 -5.9753
C 1.1133 2.5947 -2.1410
H 3.1874 -5.0991 -0.1309
N 0.5758 -3.0045 -0.2121
C -3.5280 -0.7668 3.6515
C -0.4170 -3.9083 -0.2252
H -1.0114 -5.9536 -0.2239
N -0.3350 -1.2262 1.8532
C -1.2297 -1.2422 4.4726
C -4.2175 -1.2928 -3.1921
H 1.7336 -0.7914 -2.9412
C 0.6964 -0.8206 -3.2503
H 4.0110 3.9619 -3.2349
C 2.0601 2.2120 2.8275
C 2.8280 -2.3054 -0.2061
O 2.3574 3.2278 3.2945
N -0.1971 -0.9101 -2.2861
*
```

Calculated values
* highest occupied orbital energy (alpha / beta): -0.3383 / -0.3747 Eh
* frontier orbital gap (alpha / beta): 6.374 / 6.880 eV
* expectation value of S²: 3.804
* E_LUMO (alpha / beta): -2.83 / -3.32 eV
* ΔE to the lowest compared entry with this formula, charge and spin: 0.3212 eV